No. 1
{
  "formula": "C12H19ClO10S",
  "method": "ωB97M-V/def2-TZVPD",
  "fmax_ev_per_a": 0.81,
  "smiles": "O=C(OCl)OCCCS(=O)(=O)O.O=C1CCCO1.O=C1CCCO1",
  "gap_ev": 9.6,
  "charge": 0,
  "elements": ["O", "C", "O", "Cl", "O", "C", "C", "C", "S", "O", "O", "O", "H", "H", "H", "H", "H", "H", "H", "O", "C", "O", "C", "C", "C", "H", "H", "H", "H", "H", "H", "O", "C", "O", "C", "C", "C", "H", "H", "H", "H", "H", "H"],
  "positions_angstrom": [[1.969, -1.780, 0.784], [1.640, -0.818, 0.155], [2.076, 0.394, 0.613], [1.528, 1.796, -0.149], [0.937, -0.817, -0.977], [-0.511, -0.824, -0.848], [-1.072, 0.224, -1.795], [-2.592, 0.179, -2.063], [-3.532, -0.528, -0.753], [-3.309, -1.945, -0.662], [-3.379, 0.276, 0.425], [-4.976, -0.294, -1.382], [-0.796, -0.669, 0.193], [-0.841, -1.817, -1.155], [-0.568, 0.062, -2.752], [-0.800, 1.229, -1.477], [-2.866, -0.358, -2.971], [-2.969, 1.200, -2.157], [-5.580, -0.921, -0.946], [2.176, 0.864, -3.369], [3.288, 0.432, -3.434], [4.173, 0.849, -4.369], [5.395, 0.095, -4.278], [5.425, -0.448, -2.854], [3.937, -0.627, -2.559], [5.360, -0.702, -5.025], [6.223, 0.759, -4.509], [6.014, -1.357, -2.758], [5.846, 0.301, -2.183], [3.564, -1.602, -2.876], [3.680, -0.468, -1.516], [-3.621, 2.059, 6.652], [-3.162, 1.427, 5.747], [-3.498, 1.656, 4.457], [-2.870, 0.692, 3.591], [-1.665, 0.181, 4.375], [-2.165, 0.283, 5.815], [-3.591, -0.098, 3.375], [-2.607, 1.184, 2.660], [-1.358, -0.819, 4.075], [-0.818, 0.853, 4.230], [-2.701, -0.613, 6.131], [-1.385, 0.506, 6.538]]
}

No. 2
{
  "formula": "C12H19ErO7P",
  "method": "ωB97M-V/def2-TZVPD",
  "fmax_ev_per_a": 16.18,
  "multiplicity": 4,
  "gap_ev": [3.6, 3.7],
  "charge": 3,
  "elements": ["Er", "C", "O", "C", "O", "C", "O", "C", "O", "C", "H", "H", "C", "H", "H", "C", "C", "O", "P", "O", "C", "C", "O", "C", "C", "H", "H", "H", "H", "H", "H", "H", "H", "H", "H", "H", "H", "H", "H", "H"],
  "positions_angstrom": [[-0.062, 0.428, -0.125], [1.388, -1.179, 0.853], [2.209, -1.844, 1.377], [-1.144, -1.654, -0.130], [-1.770, -2.669, -0.176], [0.786, -0.408, -1.838], [1.276, -0.660, -2.881], [-0.839, 0.440, 1.788], [-1.321, 0.662, 2.876], [-3.325, 3.313, -2.169], [-3.409, 4.031, -1.325], [-2.666, 3.648, -3.000], [-4.117, 2.269, -2.282], [-4.171, 1.665, -3.214], [-4.914, 2.048, -1.539], [5.237, 1.399, -0.480], [4.002, 0.584, -0.430], [2.836, 1.479, -0.078], [2.181, 1.218, 1.560], [3.544, 1.850, 2.189], [4.276, 1.210, 3.281], [5.052, 0.018, 2.828], [1.461, 0.682, 3.097], [1.119, -0.611, 3.733], [2.301, -1.309, 4.318], [5.111, 2.204, -1.181], [6.021, 0.741, -0.828], [5.508, 1.804, 0.479], [3.656, 0.207, -1.368], [4.040, -0.271, 0.280], [4.896, 1.955, 3.693], [3.488, 0.984, 4.004], [4.465, -0.761, 2.328], [5.865, 0.305, 2.156], [5.494, -0.425, 3.708], [0.435, -0.352, 4.492], [0.565, -1.255, 3.050], [2.765, -0.725, 5.108], [1.896, -2.196, 4.799], [3.039, -1.670, 3.610]]
}

No. 3
{
  "formula": "C12H19FN3OS",
  "method": "ωB97M-V/def2-TZVPD",
  "fmax_ev_per_a": 6.32,
  "gap_ev": 5.5,
  "charge": 1,
  "elements": ["C", "C", "C", "C", "C", "C", "C", "F", "C", "C", "N", "C", "C", "N", "S", "N", "C", "H", "H", "H", "H", "H", "H", "H", "H", "H", "H", "H", "H", "H", "H", "H", "H", "O", "H", "H", "H"],
  "positions_angstrom": [[3.176, -3.801, 0.231], [2.352, -3.027, 1.418], [1.353, -1.831, 0.906], [-0.019, -1.587, 1.831], [-1.134, -0.421, 1.538], [-2.449, -0.315, 2.543], [-3.655, -1.177, 1.770], [-4.149, -0.390, 0.614], [-0.875, 0.556, 0.228], [-1.933, 1.756, -0.128], [-1.308, 3.019, -0.683], [-0.325, 3.651, 0.285], [0.478, 0.259, -0.681], [0.912, 0.983, -1.937], [2.433, 0.330, -2.572], [2.808, -0.935, -1.375], [1.640, -0.880, -0.415], [2.677, -3.768, -0.827], [3.256, -4.946, 0.559], [4.301, -3.403, 0.234], [3.143, -2.526, 2.159], [1.771, -3.836, 2.077], [-0.213, -2.299, 2.767], [-2.263, -0.764, 3.612], [-2.829, 0.793, 2.633], [-3.106, -2.152, 1.364], [-4.561, -1.422, 2.470], [-2.782, 1.337, -0.841], [-2.498, 2.050, 0.881], [-0.901, 2.882, -1.635], [-0.202, 4.788, -0.020], [0.719, 3.122, 0.334], [-0.775, 3.648, 1.389], [1.129, 2.753, -5.104], [1.025, 2.020, -4.445], [0.725, 2.516, -5.977], [2.078, 3.018, -5.204]]
}

No. 4
{
  "formula": "C12H19FO9S",
  "method": "ωB97M-V/def2-TZVPD",
  "fmax_ev_per_a": 0.92,
  "smiles": "CC[C@@H]1CC[C@H](F)OS1(=O)=O.O=C1OCCO1.O=C1OCCO1",
  "gap_ev": 11.0,
  "charge": 0,
  "elements": ["C", "C", "C", "C", "C", "C", "F", "O", "S", "O", "O", "H", "H", "H", "H", "H", "H", "H", "H", "H", "H", "H", "C", "C", "O", "C", "O", "O", "H", "H", "H", "H", "C", "C", "O", "C", "O", "O", "H", "H", "H", "H"],
  "positions_angstrom": [[5.646, 1.279, -0.487], [4.934, -0.026, -0.145], [3.621, -0.210, -0.935], [2.623, 0.925, -0.592], [1.157, 0.546, -0.415], [0.918, -0.626, 0.521], [0.386, -0.203, 1.711], [2.132, -1.293, 0.884], [2.918, -1.777, -0.426], [1.950, -2.229, -1.383], [3.936, -2.681, -0.003], [6.455, 1.434, 0.224], [4.999, 2.149, -0.425], [6.097, 1.217, -1.475], [4.691, -0.073, 0.917], [5.595, -0.862, -0.358], [3.824, -0.283, -1.998], [2.972, 1.432, 0.304], [2.667, 1.664, -1.391], [0.659, 1.399, 0.041], [0.637, 0.364, -1.350], [0.221, -1.347, 0.106], [-3.695, -2.453, -1.336], [-2.348, -2.729, -1.978], [-1.760, -1.422, -2.011], [-2.339, -0.668, -1.056], [-1.944, 0.400, -0.714], [-3.414, -1.297, -0.533], [-4.053, -3.264, -0.709], [-4.462, -2.192, -2.066], [-1.718, -3.380, -1.372], [-2.419, -3.131, -2.985], [-4.194, 1.561, 1.233], [-3.430, 1.293, 2.513], [-3.613, 2.518, 3.234], [-4.737, 3.122, 2.777], [-5.248, 4.065, 3.281], [-5.190, 2.499, 1.664], [-4.666, 0.675, 0.818], [-3.571, 2.026, 0.471], [-3.862, 0.477, 3.096], [-2.373, 1.102, 2.351]]
}

No. 5
{
  "formula": "C12H19IN5O4Ru",
  "method": "ωB97M-V/def2-TZVPD",
  "fmax_ev_per_a": 3.89,
  "multiplicity": 6,
  "gap_ev": [2.2, 7.4],
  "charge": -2,
  "elements": ["C", "I", "H", "H", "H", "C", "C", "N", "C", "N", "H", "H", "C", "C", "N", "H", "N", "H", "Ru", "C", "O", "C", "C", "H", "H", "H", "C", "H", "H", "H", "C", "H", "H", "H", "C", "H", "H", "H", "O", "N", "O", "O"],
  "positions_angstrom": [[0.177, 0.148, -5.432], [-0.521, 0.465, -3.319], [-0.611, -0.410, -5.990], [1.134, -0.382, -5.418], [0.268, 1.165, -5.801], [-1.378, 3.582, 1.063], [-2.429, 3.070, 0.378], [-1.945, 2.032, -0.373], [-0.583, 2.014, -0.338], [-0.261, 2.847, 0.702], [-1.336, 4.407, 1.750], [-3.491, 3.262, 0.364], [1.609, -3.611, 0.640], [1.043, -1.663, -0.354], [1.728, -2.221, 0.692], [0.361, -4.806, -0.792], [0.341, -2.702, -0.878], [2.084, -4.287, 1.332], [0.246, 0.192, -0.601], [1.781, 0.890, -1.369], [2.740, 1.375, -1.844], [0.777, -3.905, -0.380], [-0.611, -2.618, -1.951], [-1.291, -3.481, -1.872], [-0.111, -2.616, -2.937], [-1.173, -1.676, -1.818], [2.540, -1.495, 1.652], [3.586, -1.828, 1.585], [2.172, -1.661, 2.675], [2.529, -0.410, 1.466], [1.063, 3.006, 1.278], [1.527, 3.923, 0.888], [1.717, 2.158, 1.015], [1.010, 3.057, 2.377], [-2.814, 1.241, -1.213], [-2.409, 0.225, -1.309], [-2.933, 1.689, -2.213], [-3.780, 1.198, -0.698], [-0.589, -1.580, 2.931], [-0.783, -0.564, 2.248], [-0.467, 0.591, 2.642], [-1.334, -0.691, 1.013]]
}

No. 6
{
  "formula": "C12H19N3O9S3W",
  "method": "ωB97M-V/def2-TZVPD",
  "fmax_ev_per_a": 2.14,
  "multiplicity": 3,
  "gap_ev": [7.3, 7.5],
  "charge": 0,
  "elements": ["W", "O", "C", "C", "N", "C", "C", "O", "O", "C", "C", "O", "O", "H", "H", "H", "H", "H", "H", "H", "H", "H", "O", "H", "H", "C", "C", "C", "C", "N", "C", "S", "N", "C", "H", "H", "H", "H", "H", "H", "H", "H", "O", "S", "O", "O", "S"],
  "positions_angstrom": [[-0.062, 0.521, -0.122], [-0.923, 2.458, 1.310], [-2.235, 3.001, 1.206], [-3.274, 1.885, 1.328], [-2.960, 0.864, 0.332], [-3.511, 1.117, -0.990], [-2.503, 0.622, -2.061], [-2.847, 0.417, -3.196], [-1.309, 0.470, -1.575], [-3.243, -0.485, 0.811], [-2.083, -0.879, 1.760], [-2.253, -1.442, 2.819], [-0.953, -0.495, 1.248], [-0.799, 2.119, 2.215], [-2.276, 3.456, 0.214], [-2.381, 3.761, 1.980], [-4.286, 2.297, 1.207], [-3.200, 1.431, 2.324], [-3.638, 2.190, -1.161], [-4.478, 0.623, -1.154], [-3.213, -1.180, -0.036], [-4.211, -0.564, 1.323], [-0.482, 2.937, -1.468], [0.236, 3.539, -1.234], [-0.222, 2.527, -2.322], [4.937, -1.404, -1.041], [3.760, -1.553, -0.150], [3.184, -2.732, 0.223], [1.982, -2.701, 0.990], [1.461, -1.564, 1.386], [2.012, -0.401, 1.029], [1.535, 1.063, 1.812], [3.214, -0.390, 0.314], [1.252, -3.937, 1.373], [5.286, -2.375, -1.379], [5.749, -0.884, -0.531], [4.641, -0.803, -1.905], [3.600, -3.672, -0.097], [3.554, 0.500, -0.037], [1.361, -4.708, 0.614], [0.203, -3.696, 1.522], [1.650, -4.313, 2.316], [2.978, 0.433, -2.818], [1.618, 0.569, -2.374], [1.556, 1.339, -1.040], [0.696, 1.241, -3.262], [0.874, -1.199, -1.709]]
}